36
Properties=species:S:1:pos:R:3:nbo_charge:R:1 method="wB97M-V/def2-TZVPD" homo_energy_ev=-4.22 spin_multiplicity=1 charge=-1
C -2.35596 -0.61149 -2.03344 -0.397
C -2.06228 -1.15630 -0.73858 -0.432
C -2.09513 -0.06789 0.20333 -0.318
H -1.85299 -2.19605 -0.49497 0.251
C -2.26939 1.13966 -0.52254 -0.313
C -2.45104 0.80729 -1.90040 -0.317
H -2.63061 1.50580 -2.71541 0.202
H -2.57575 -1.17068 -2.95047 0.230
H -2.12403 -0.17715 1.29124 0.213
H -2.28909 2.14716 -0.09801 0.206
Lu 0.26379 -0.52193 -1.56558 1.592
Br 0.69760 -3.12353 -2.08771 -0.583
C 1.93778 0.73562 -2.72353 -0.383
C 0.72443 1.46575 -2.94033 -0.394
C -0.11511 0.68956 -3.79689 -0.284
H 0.50894 2.48181 -2.59887 0.239
C 0.49534 -0.58639 -3.98406 -0.385
C 1.78598 -0.53843 -3.34621 -0.398
H 2.50326 -1.35375 -3.28192 0.261
H 2.84137 1.09669 -2.24319 0.242
H -1.04419 1.02780 -4.24544 0.230
H 0.03928 -1.45612 -4.45099 0.256
Cl 0.99503 0.00723 6.97718 0.004
C 0.87186 0.02230 5.27385 -0.039
C 0.82566 -1.18590 4.56275 -0.247
C 0.81484 -1.15731 3.17242 -0.146
C 0.88637 0.03670 2.45884 -0.150
C 0.83403 1.24853 3.16361 -0.155
C 0.83157 1.24443 4.56481 -0.250
C 0.91681 -0.09559 0.96698 0.780
O 0.75676 -1.29153 0.48630 -0.731
O 0.97184 0.91057 0.16862 -0.714
H 0.86119 -2.14824 5.05877 0.221
H 0.78530 -2.10730 2.64399 0.254
H 0.84519 2.19721 2.61328 0.237
H 0.87137 2.18146 5.11257 0.219

=====

18
Properties=species:S:1:pos:R:3:nbo_charge:R:1 method="wB97M-V/def2-TZVPD" homo_energy_ev=-9.61 smiles=CO[C@H]1COCCO1 spin_multiplicity=1
C 0.47310 2.59777 1.02007 -0.249
C -0.14047 0.52362 -0.01383 0.359
C -0.67508 -0.16010 -1.20448 -0.103
C -0.56738 -1.99929 0.14783 -0.115
C 0.94594 -1.51875 0.32724 -0.098
H -0.09398 3.48980 1.08356 0.184
H 0.26754 1.93934 1.88026 0.179
H 1.56105 2.84595 1.09712 0.185
H -0.92084 0.44853 0.67567 0.130
H 0.23766 -0.34563 -1.79440 0.163
H -1.29589 0.60824 -1.75481 0.212
H -0.54816 -3.03314 -0.21394 0.192
H -1.15879 -2.00226 1.09394 0.179
H 1.56315 -1.87507 -0.59446 0.176
H 1.19403 -2.17723 1.22935 0.198
O 0.18772 1.87767 -0.20427 -0.533
O -1.31964 -1.30520 -0.82401 -0.517
O 1.00412 -0.14222 0.48288 -0.540

=====

18
Properties=species:S:1:pos:R:3:nbo_charge:R:1 method="wB97M-V/def2-TZVPD" homo_energy_ev="-6.97 / -7.25" spin_multiplicity=1
C -1.12819 -2.62533 0.43486 -0.604
C -0.83796 -1.17265 0.06885 -0.615
C 0.62516 1.56001 -0.64113 0.112
C -0.47114 2.53514 -0.40132 -0.675
O 1.38410 1.23747 0.34811 -0.357
C 2.31338 0.31453 0.41413 -0.213
H -0.54012 -3.30832 -0.18762 0.200
H -0.86874 -2.82557 1.48003 0.202
H -2.18610 -2.87668 0.30097 0.200
H -1.42281 -0.48204 0.68757 0.200
H -1.08814 -0.96785 -0.97863 0.197
H 0.78288 1.04298 -1.58577 0.153
H -1.46111 2.06845 -0.51446 0.216
H -0.43001 3.38307 -1.09734 0.218
H -0.39638 2.92754 0.61726 0.229
H 2.88506 0.31782 1.32836 0.175
H 0.22452 -0.94507 0.22713 0.209
H 2.61560 -0.18349 -0.50101 0.154

=====

10
Properties=species:S:1:pos:R:3:nbo_charge:R:1 method="wB97M-V/def2-TZVPD" homo_energy_ev=-7.97 spin_multiplicity=1
C 0.95019 1.13155 0.01237 -0.378
C 1.94485 0.27232 0.19534 0.706
N -0.35126 0.81641 0.05330 -0.291
N -0.21185 -1.46055 0.02681 -0.582
N -0.81442 -0.36264 0.06501 0.404
O 2.85897 -0.45627 0.09343 -0.427
O -2.24128 -0.23657 0.13510 -0.570
H 1.03765 2.11007 -0.20664 0.249
H -0.56845 -2.37212 -0.09204 0.391
H -2.60442 0.55782 -0.28267 0.498

=====

55
Properties=species:S:1:pos:R:3:nbo_charge:R:1 method="wB97M-V/def2-TZVPD" homo_energy_ev="-13.52 / -13.59" spin_multiplicity=1 charge=+2
Cr 0.33379 0.08995 0.04605 0.673
P -1.48028 -1.32857 1.91287 1.577
P 1.87143 1.12686 -1.64951 1.168
N -1.07902 0.91991 -0.74707 -0.386
H -0.62040 -0.69104 1.05178 -0.103
C -2.27175 -0.25285 3.00355 -1.005
H -2.95757 -0.91598 3.55205 0.290
H -2.87061 0.48970 2.46406 0.301
H -1.58404 0.22709 3.70824 0.280
C -0.80276 -2.68903 2.76509 -1.002
H -1.62722 -3.05750 3.40577 0.292
H 0.04085 -2.35420 3.39486 0.281
H -0.48473 -3.49456 2.07938 0.303
C -2.64171 -1.90282 0.78613 -1.019
H -3.25527 -2.60305 1.35461 0.280
H -2.21425 -2.43462 -0.06100 0.300
H -3.29559 -1.10981 0.43268 0.294
C 2.09855 2.91164 -1.50318 -0.953
H 2.74153 3.23958 -2.33947 0.259
H 2.57221 3.08301 -0.52416 0.245
H 1.11443 3.40262 -1.52582 0.262
C 3.55524 0.44578 -1.67651 -0.948
H 4.12685 0.92093 -2.49470 0.263
H 3.46471 -0.64276 -1.82119 0.258
H 4.02346 0.65622 -0.70029 0.237
C 1.19374 0.80665 -3.30074 -0.958
H 1.88970 1.11960 -4.09466 0.257
H 0.23504 1.33536 -3.39802 0.254
H 0.98992 -0.27439 -3.36226 0.258
C -2.00021 0.74162 -1.68172 0.012
C -4.01745 1.67537 -2.63638 -0.222
C -3.03469 1.71196 -1.68514 -0.146
C -2.06589 -0.40705 -2.53172 -0.189
C -3.05563 -0.45031 -3.50103 -0.214
C -4.01795 0.60255 -3.59367 -0.113
H -4.78842 2.45230 -2.64622 0.248
H -3.01313 2.40047 -0.82168 0.235
H -1.37985 -1.24100 -2.34085 0.232
H -3.12701 -1.29661 -4.20527 0.245
H -4.80614 0.57080 -4.37849 0.249
C 2.20704 1.05226 2.43134 0.704
O 1.56278 1.06210 1.28509 -0.652
C 1.35602 1.27761 3.65774 -0.739
H 1.49171 0.67670 4.58436 0.275
H 0.26006 1.36387 3.46692 0.239
H 1.75895 2.27498 3.87495 0.286
C 3.45217 0.28903 2.43104 -0.735
H 4.14039 1.12258 2.30662 0.283
H 3.58091 -0.38792 1.59878 0.266
H 3.71886 -0.19086 3.36019 0.267
C 1.74762 -2.45833 0.06875 -0.277
O 0.91493 -1.53070 -0.63162 -0.740
H 2.82692 -2.36567 -0.15121 0.185
H 1.48315 -3.49730 -0.20189 0.205
H 1.73859 -2.47218 1.18254 0.138

=====

52
Properties=species:S:1:pos:R:3:nbo_charge:R:1 method="wB97M-V/def2-TZVPD" homo_energy_ev=-4.86 spin_multiplicity=1 charge=-1
O -1.37630 2.46835 1.59014 -0.463
O -2.31201 1.97332 0.62568 -0.312
C -1.69860 0.87101 -0.09472 -0.355
B -1.91235 -0.60841 0.54532 0.601
O -1.12874 -0.88833 1.77363 -0.704
C 0.12410 -1.30276 1.33145 -0.122
C -0.20920 -2.14725 0.09343 0.132
I 1.56423 -2.09119 -1.27735 -0.181
O -1.28123 -1.58779 -0.48408 -0.698
H -0.76992 2.96795 1.02404 0.442
H -0.63441 1.11491 -0.23577 0.153
H -2.15786 0.91923 -1.08870 0.185
H -3.09715 -0.87809 0.68982 -0.128
H 0.74685 -0.45021 1.02110 0.149
H 0.65645 -1.86431 2.10456 0.170
H -0.32801 -3.21745 0.28254 0.162
F 0.64765 1.79113 -3.32914 -0.319
C 1.55783 2.48264 -2.62047 0.406
C 2.22044 1.85684 -1.58210 -0.287
C 3.15757 2.59379 -0.87127 -0.190
C 3.41832 3.91929 -1.19442 -0.243
C 2.73354 4.51905 -2.24203 -0.202
C 1.79351 3.79978 -2.96676 -0.294
H 2.00509 0.82393 -1.33132 0.259
H 3.68492 2.12077 -0.05263 0.216
H 4.14938 4.48309 -0.62971 0.208
H 2.92725 5.55313 -2.49784 0.207
H 1.24460 4.24207 -3.78709 0.223
F -7.57483 4.92698 4.56924 -0.344
C -6.61786 4.20103 3.93218 0.383
C -6.76897 2.83277 3.85030 -0.300
C -5.78489 2.10076 3.19668 -0.188
C -4.67933 2.73176 2.64199 -0.222
C -4.56086 4.11105 2.74632 -0.185
C -5.53369 4.86237 3.39383 -0.301
H -7.63726 2.36082 4.29049 0.219
H -5.88164 1.02559 3.11746 0.218
H -3.91307 2.16342 2.13176 0.267
H -3.69571 4.60093 2.31860 0.220
H -5.46142 5.93805 3.48478 0.218
F 4.94133 -3.88825 -0.97706 -0.317
C 4.65650 -5.08855 -1.50849 0.413
C 4.20630 -6.09453 -0.67659 -0.282
C 3.91620 -7.33131 -1.23362 -0.191
C 4.07658 -7.54594 -2.59580 -0.240
C 4.52711 -6.51398 -3.40752 -0.192
C 4.82058 -5.27031 -2.86742 -0.284
H 4.07889 -5.89673 0.37859 0.231
H 3.55401 -8.12891 -0.59796 0.212
H 3.84257 -8.51135 -3.02444 0.210
H 4.64524 -6.67295 -4.47161 0.211
H 5.15938 -4.44569 -3.47912 0.229